Entry from OMol25: a molecular structure, CH5N5O2Se4Zn (ωB97M-V/def2-TZVPD).

Its orbital gap is 6.57 eV. For the relative energy (zero: lowest compared OMol25 entry of this formula, charge and spin), the calculation gives 9.8 kcal per mole. Its LUMO energy is -0.57 eV. The value obtained for the total energy is -11850.387954 a.u. The calculation puts the molar mass at 500.3 g mol⁻¹. Its total charge is 0. Its spin multiplicity is 1.

Atoms and positions in Å:
Zn -0.347 -0.148 -1.634
N -1.428 1.447 -0.296
N -0.867 1.436 0.988
C 0.288 0.756 1.220
N 0.738 0.676 2.464
N 0.848 0.260 0.133
N 2.033 -0.458 0.188
O 2.314 -1.041 -0.821
O 2.713 -0.476 1.218
H -1.654 2.397 -0.560
H -2.258 0.859 -0.338
H -1.442 1.685 1.774
H 0.219 1.041 3.242
H 1.623 0.207 2.589
Se 0.180 -0.618 -3.939
Se 0.461 -2.825 -3.246
Se -1.640 -3.324 -2.411
Se -1.781 -1.875 -0.570

Atoms 1-6, force components in eV/Å:
Zn 0.114 -0.637 0.004
N -0.107 0.020 0.028
N 0.027 -0.032 0.011
C 0.059 0.070 -0.279
N -0.103 0.012 -0.022
N 0.316 -0.111 -0.590

These are the Mulliken partial charges, in e, on atoms 1 to 6:
1 Zn 0.45
2 N -0.58
3 N -0.09
4 C 0.79
5 N -0.33
6 N -0.40